13
Properties=species:S:1:pos:R:3:forces:R:3 method="wB97M-V/def2-TZVPD" smiles="[H]/N=C/n1cco/c1=N/[H]" e_above_lowest_kj_mol=225.19 e_tot_ev=-10745.2808 max_force_ha_per_bohr=0.062
H -2.3734 2.3918 0.7685 -1.09 0.33 0.52
N -1.4399 2.0819 0.6666 1.00 0.32 -1.00
C -1.3943 0.8454 0.4398 -1.06 -0.72 2.07
N -0.1908 0.2355 0.1882 -0.71 0.65 1.04
C 0.9981 0.9389 -0.0018 0.61 0.73 -0.62
C 1.8008 0.1199 -0.6490 0.68 0.62 0.21
O 1.2339 -1.0892 -0.7143 -0.33 -2.52 -0.37
C 0.0114 -1.0862 -0.0860 -0.32 -2.22 -1.01
N -0.6772 -2.1763 0.0613 2.36 1.94 -0.97
H -1.5708 -1.9148 0.3823 -1.39 0.07 0.82
H -2.2448 0.1617 0.7267 0.81 0.37 -1.06
H 1.2207 1.9203 0.3363 -0.51 0.57 0.03
H 2.7570 0.2595 -1.1301 -0.04 -0.13 0.33